[1]
{"formula": "C31H77BN3O21", "method": "wB97M-V/def2-TZVPD", "species": ["O", "C", "O", "B", "O", "C", "O", "O", "C", "O", "C", "O", "O", "C", "C", "C", "C", "C", "C", "N", "O", "C", "C", "C", "H", "H", "H", "H", "H", "H", "H", "H", "H", "H", "H", "H", "H", "H", "H", "H", "H", "H", "H", "C", "C", "C", "C", "C", "C", "N", "O", "C", "C", "C", "H", "H", "H", "H", "H", "H", "H", "H", "H", "H", "H", "H", "H", "H", "H", "H", "H", "H", "H", "C", "C", "C", "C", "C", "C", "N", "O", "C", "C", "C", "H", "H", "H", "H", "H", "H", "H", "H", "H", "H", "H", "H", "H", "H", "H", "H", "H", "H", "H", "O", "H", "H", "O", "H", "H", "O", "H", "H", "O", "H", "H", "O", "H", "H", "O", "H", "H", "O", "H", "H", "O", "H", "H", "O", "H", "H", "O", "H", "H"], "coordinates": [[-7.974, -0.618, 23.524], [-8.195, -0.523, 22.360], [-9.357, -0.266, 21.767], [-9.083, 0.058, 20.357], [-7.625, -0.202, 20.146], [-7.102, -0.593, 21.294], [-5.989, -1.010, 21.456], [-9.534, 1.438, 20.043], [-10.552, 1.328, 19.192], [-11.257, 2.219, 18.824], [-10.661, -0.121, 18.714], [-9.794, -0.802, 19.406], [-11.464, -0.535, 17.922], [-3.833, 4.359, 23.179], [-5.057, 4.310, 24.116], [-5.601, 5.711, 24.311], [-6.325, 6.292, 23.110], [-7.533, 5.406, 22.779], [-7.168, 3.895, 22.685], [-6.166, 3.491, 23.674], [-5.935, 2.108, 23.818], [-8.451, 3.103, 22.914], [-6.681, 3.656, 21.233], [-4.571, 3.882, 25.509], [-3.275, 5.282, 23.359], [-4.059, 4.366, 22.108], [-3.142, 3.516, 23.253], [-6.279, 5.774, 25.167], [-4.817, 6.443, 24.541], [-5.690, 6.287, 22.218], [-6.625, 7.327, 23.284], [-7.832, 5.722, 21.775], [-8.410, 5.575, 23.407], [-9.289, 3.579, 22.397], [-8.366, 2.117, 22.454], [-8.732, 3.010, 23.961], [-7.482, 3.557, 20.499], [-5.974, 4.442, 20.978], [-6.202, 2.669, 21.198], [-4.500, 2.789, 25.543], [-5.331, 4.033, 26.284], [-3.634, 4.295, 25.874], [-5.467, 1.883, 22.985], [-14.620, 2.619, 23.637], [-13.131, 2.572, 23.335], [-12.518, 3.901, 23.780], [-12.322, 3.975, 25.307], [-11.384, 2.839, 25.676], [-11.901, 1.452, 25.324], [-12.437, 1.447, 23.972], [-12.896, 0.194, 23.545], [-10.719, 0.472, 25.367], [-12.952, 0.911, 26.323], [-12.943, 2.437, 21.812], [-14.801, 2.534, 24.710], [-15.170, 1.826, 23.127], [-15.074, 3.571, 23.348], [-11.504, 4.071, 23.400], [-13.071, 4.755, 23.386], [-13.259, 3.847, 25.858], [-11.878, 4.924, 25.606], [-11.081, 2.826, 26.724], [-10.470, 2.974, 25.090], [-11.073, -0.557, 25.404], [-10.115, 0.634, 24.471], [-10.065, 0.579, 26.233], [-13.266, -0.097, 26.050], [-12.624, 0.918, 27.365], [-13.895, 1.471, 26.333], [-13.449, 1.588, 21.350], [-11.904, 2.480, 21.488], [-13.459, 3.295, 21.365], [-12.354, -0.024, 22.774], [-0.227, 1.583, 16.753], [-1.065, 1.669, 18.072], [-2.129, 2.736, 17.913], [-3.293, 2.319, 17.013], [-3.944, 1.106, 17.666], [-2.991, -0.088, 17.842], [-1.729, 0.395, 18.389], [-0.820, -0.645, 18.683], [-3.674, -0.975, 18.895], [-2.850, -0.871, 16.540], [-0.210, 2.063, 19.273], [-0.873, 1.141, 15.999], [0.573, 0.867, 16.953], [0.125, 2.576, 16.491], [-2.503, 3.085, 18.879], [-1.709, 3.617, 17.411], [-2.897, 2.091, 16.021], [-3.987, 3.155, 16.925], [-4.739, 0.807, 16.975], [-4.400, 1.359, 18.623], [-3.060, -1.830, 19.186], [-3.823, -0.380, 19.797], [-4.659, -1.368, 18.639], [-3.807, -1.345, 16.295], [-2.619, -0.284, 15.647], [-2.157, -1.711, 16.623], [0.535, 1.280, 19.427], [-0.807, 2.124, 20.184], [0.212, 3.062, 19.156], [-0.402, -0.856, 17.830], [-3.673, -2.977, 22.046], [-3.795, -2.039, 21.877], [-3.921, -3.400, 21.216], [-7.840, 2.171, 26.185], [-7.530, 2.938, 25.683], [-8.102, 1.533, 25.509], [-9.464, -3.559, 18.592], [-9.720, -2.684, 18.277], [-10.171, -4.140, 18.290], [-10.945, -2.427, 16.048], [-11.238, -1.583, 16.438], [-11.371, -2.467, 15.185], [-4.220, 1.079, 21.888], [-4.759, 0.261, 21.813], [-3.308, 0.798, 21.753], [-13.527, 2.160, 16.938], [-12.727, 1.713, 17.249], [-13.361, 3.088, 17.125], [-10.375, -2.757, 24.058], [-10.270, -1.827, 23.818], [-11.185, -2.782, 24.579], [-13.570, -3.043, 17.939], [-14.529, -3.125, 17.888], [-13.364, -2.253, 17.425], [-5.897, -1.284, 25.452], [-6.389, -0.887, 24.714], [-6.086, -0.709, 26.200], [-6.768, -2.795, 18.746], [-7.594, -3.297, 18.590], [-7.071, -1.907, 18.981]], "atomic_forces_ev_per_a": [[-0.41, -0.13, 0.64], [0.20, 0.29, -0.15], [0.34, -0.03, -0.09], [0.46, 0.12, -0.21], [-0.41, 0.49, 0.27], [-0.01, -0.53, -0.47], [0.00, 0.37, 0.13], [-0.25, -0.81, -0.15], [0.41, 0.83, -0.13], [-0.15, 0.22, -0.13], [-0.42, 0.22, 0.71], [-0.12, -0.67, -0.17], [0.10, 0.21, -0.19], [0.34, 0.02, -0.83], [0.71, 0.59, 0.32], [-0.14, 1.81, -0.26], [-0.52, -0.86, -0.10], [0.48, 0.26, -0.42], [-0.33, 0.28, -0.68], [-0.73, 0.51, 1.71], [-0.18, 0.46, -1.43], [-0.17, -0.33, -0.59], [0.11, -0.88, 0.54], [-0.78, -1.64, 0.53], [0.14, -0.13, 0.16], [-0.45, 0.13, 0.14], [-0.16, -0.08, 0.50], [-0.07, -0.39, -0.01], [0.36, -0.50, 0.20], [0.22, 0.11, 0.15], [-0.04, -0.02, 0.04], [-0.37, -0.31, 0.01], [0.27, -0.03, 0.42], [0.09, 0.09, -0.07], [-0.05, -0.07, 0.33], [0.19, 0.02, 0.02], [-0.19, 0.50, 0.12], [0.08, -0.15, -0.38], [0.35, 0.22, -0.10], [0.45, 0.09, -0.26], [-0.07, 0.49, -0.19], [0.06, 0.31, -0.44], [0.26, -0.37, 0.62], [-0.73, -0.04, 0.42], [0.14, -0.32, -0.58], [0.89, 0.44, 0.85], [-0.32, -0.48, -0.09], [0.29, -0.02, -0.33], [-0.63, -1.15, 0.70], [1.21, 1.16, -0.68], [-0.40, -0.17, 0.12], [0.13, 0.00, -0.20], [-0.77, 0.41, 0.28], [-0.57, 0.73, -0.21], [0.00, -0.13, -0.07], [0.09, -0.09, 0.09], [0.14, 0.00, -0.24], [-0.04, -0.49, -0.37], [-0.41, -0.21, 0.06], [-0.10, 0.20, -0.09], [-0.08, 0.09, -0.06], [-0.10, 0.10, 0.04], [0.07, 0.04, 0.16], [-0.01, -0.02, -0.23], [0.04, -0.17, 0.03], [-0.20, 0.32, 0.13], [0.30, -0.07, -0.02], [0.35, -0.13, -0.11], [0.22, 0.26, -0.17], [0.14, -0.26, 0.34], [0.09, -0.08, 0.22], [0.18, 0.09, -0.09], [0.08, 0.02, 0.19], [-0.69, -0.68, 1.38], [-0.29, -0.10, -0.29], [-0.56, 0.96, -0.98], [0.53, -0.22, 1.11], [-0.25, 0.14, -1.35], [-0.64, -0.04, 0.04], [-0.10, 0.52, 1.11], [0.03, 0.27, -0.65], [0.36, -0.32, 0.64], [-0.47, -0.49, -0.57], [0.13, -0.33, 0.07], [0.12, 0.28, -0.34], [0.36, 0.31, -0.31], [0.29, -0.11, -0.24], [-0.06, -0.24, 0.07], [0.44, -0.05, 0.39], [-0.20, -0.08, -0.08], [-0.12, -0.10, -0.09], [-0.16, -0.36, 0.40], [0.09, 0.17, 0.04], [0.10, 0.03, -0.18], [0.08, 0.05, -0.02], [0.08, 0.14, -0.48], [-0.04, 0.05, 0.19], [0.31, 0.19, 0.22], [0.20, 0.18, 0.06], [0.28, 0.38, 0.10], [-0.23, -0.21, -0.12], [0.35, -0.16, -0.28], [-0.01, -0.22, 0.20], [0.26, -0.15, -0.11], [-0.19, -0.05, 0.03], [-0.10, 0.09, 0.07], [-0.20, 0.10, 0.11], [0.21, -0.24, -0.07], [0.20, 0.06, 0.02], [-0.09, -0.15, -0.02], [-0.09, -0.16, 0.04], [0.06, 0.09, -0.07], [-0.21, 0.32, -0.20], [0.19, -0.44, -0.02], [0.10, -0.06, 0.06], [-0.17, -0.47, -0.20], [0.39, 0.37, -0.03], [-0.06, 0.10, 0.05], [-0.01, -0.10, -0.21], [-0.12, 0.12, 0.15], [0.06, -0.06, 0.08], [-0.12, 0.01, -0.05], [0.09, -0.09, 0.08], [0.04, 0.03, -0.07], [-0.21, -0.01, -0.08], [0.08, 0.03, 0.04], [0.14, -0.06, 0.13], [-0.02, 0.19, -0.03], [0.08, -0.23, 0.18], [0.01, 0.03, -0.08], [-0.26, -0.04, -0.14], [0.34, 0.25, 0.15], [0.08, -0.22, -0.05]], "de_lowest_ev": 1.043, "homo_lumo_gap_ev": 8.23, "homo_energy_ha": -0.225, "max_force_ev_per_a": 1.93, "multiplicity": 1, "total_charge": -1}

[2]
{"formula": "C4H7N2", "method": "wB97M-V/def2-TZVPD", "species": ["C", "C", "C", "C", "N", "N", "H", "H", "H", "H", "H", "H", "H"], "coordinates": [[1.444, -0.751, 0.376], [-1.100, 0.654, 0.288], [-1.211, -0.881, 0.101], [0.245, 0.592, -0.340], [0.254, -0.857, -0.253], [1.625, 0.582, 0.242], [2.087, -1.659, 0.587], [-1.872, 1.335, -0.241], [-1.165, 1.026, 1.232], [-1.422, -1.440, 0.922], [-1.721, -1.270, -0.716], [0.563, 1.551, -1.992], [2.274, 1.119, -0.207]], "atomic_forces_ev_per_a": [[1.07, -1.72, -1.18], [-2.75, 0.96, -3.20], [1.49, 1.80, -0.17], [2.21, 1.55, -3.73], [0.50, 1.22, -0.31], [-4.15, -2.14, 1.36], [-0.47, 1.61, 0.40], [1.31, -1.37, 0.37], [0.32, 0.58, 3.08], [-0.56, -1.54, 2.55], [-1.05, -0.28, -1.58], [-0.80, -2.14, 3.19], [2.90, 1.47, -0.78]], "de_lowest_ev": 7.688, "homo_lumo_gap_ev": [9.26, 9.25], "homo_energy_ha": [-0.552, -0.552], "max_force_ev_per_a": 4.86, "multiplicity": 1, "total_charge": 1}